C19H32CoF9NO3S2Si2Te | the ωB97M-V functional and the def2-TZVPD basis

E, Eh: -4948.59952
Lowest unoccupied orbital energy (spin up / spin down), Eh: 0.006 / -0.079
Relative energy (zero: lowest compared OMol25 entry of this formula, charge and spin), eV: 0.000
HOMO-LUMO gap (spin up / spin down), eV: 6.02 / 5.80
<S²>: 8.780

Geometry as ORCA input:
```
! wB97M-V def2-TZVPD RIJCOSX def2/J DEFGRID3
* xyz 0 6
Te -1.49840 -0.72313 0.22948
Co 1.19908 0.34184 0.18350
S 0.80579 2.23029 -1.25239
S 2.23329 -2.85303 -0.58035
Si -2.59870 -2.93867 -2.02524
Si -3.11335 2.29373 0.00386
F 1.04753 1.39273 5.46881
F -0.62071 -0.60420 4.12161
F 3.32820 1.41651 2.40607
F 0.67925 -1.72181 2.81850
F 3.15151 -0.72757 2.55400
F 3.39495 0.46824 4.34469
F -0.40251 2.07477 4.01897
F 1.62447 2.80550 3.93257
F 1.32210 -1.24982 4.82515
O 0.72485 0.82411 1.99620
O 1.31468 -1.67695 -0.32493
O 3.15454 0.56046 -0.44040
N 3.38496 1.81292 -0.74823
C 1.25064 0.56206 3.20514
C 5.16142 3.12254 -1.60456
C 0.65661 -0.76958 3.76514
C 4.30755 3.64959 -2.63428
C -3.21585 0.50467 0.57964
C 2.96088 3.35570 -2.57508
C -1.82796 3.16949 1.03321
C -1.94739 -1.19348 -1.81303
C -1.32941 -4.14758 -1.36184
C 3.92023 -2.28789 -0.42525
C 2.80339 0.44151 3.14731
C -2.88572 -3.27300 -3.84583
C -4.78822 3.08588 0.29372
C 4.70876 2.26837 -0.66874
C 2.43975 2.49697 -1.61284
C -4.20786 -3.10727 -1.08721
C 2.15629 -3.81155 0.92478
C 0.87278 1.72491 4.17862
C -2.75464 2.34354 -1.83285
H -2.22265 3.35646 2.03549
H -5.06771 3.04599 1.34883
H -3.61117 -2.57223 -4.26499
H 4.70422 4.31885 -3.38139
H -0.91421 2.58422 1.15107
H 2.80633 -4.68004 0.82662
H -1.84081 1.81035 -2.09986
H 4.55858 -3.16923 -0.49364
H -1.02777 -1.02270 -2.37623
H 6.19716 3.43300 -1.54898
H -4.96114 -2.41593 -1.47275
H -1.67143 -5.17862 -1.47439
H -3.35769 0.46920 1.66303
H 2.25308 3.82960 -3.24294
H 5.28675 1.85423 0.14269
H -5.57057 2.58388 -0.28040
H -3.58397 1.90459 -2.39438
H 4.05445 -1.76785 0.52091
H -2.67156 -0.44662 -2.14420
H -0.38218 -4.04609 -1.89788
H -4.77822 4.13637 -0.00660
H -3.26834 -4.28358 -4.00629
H 2.45321 -3.18278 1.76183
H 1.12219 -4.13085 1.03918
H -1.55676 4.13277 0.59531
H -1.14790 -3.96413 -0.29973
H -1.95946 -3.17271 -4.41611
H -4.05462 -0.03888 0.13819
H -4.60911 -4.11902 -1.17950
H -2.63951 3.37718 -2.16734
H 4.11709 -1.60762 -1.24947
H -4.06904 -2.89855 -0.02400
*
```

C9H12O | the ωB97M-V functional and the def2-TZVPD basis

E, Eh: -425.21913
SMILES: C[C@@H]1c2occc2C1(C)C
Lowest unoccupied orbital energy, Eh: 0.032
Relative energy (zero: lowest compared OMol25 entry of this formula, charge and spin), eV: 4.126
HOMO-LUMO gap, eV: 9.23

Geometry as ORCA input:
```
! wB97M-V def2-TZVPD RIJCOSX def2/J DEFGRID3
* xyz 0 1
O 2.41004 -0.92837 -0.17639
C 0.99946 0.84335 -0.12627
C 1.15385 -0.45600 -0.43389
C -1.47056 1.23051 -1.17751
C -0.25985 -0.96316 -0.67133
C 2.25965 1.30231 0.44502
C 2.97754 0.18536 0.39700
C -0.81331 0.43580 -0.06989
C -1.33503 0.57855 1.35626
C -0.64687 -2.26958 -0.06339
H -1.13446 1.65788 1.67730
H 2.80665 2.25141 0.65893
H -2.62336 1.12136 -1.12016
H -1.13326 2.32776 -1.18162
H -0.44192 -0.95098 -1.70025
H -2.38506 0.43951 1.44357
H -0.75043 -2.17873 0.98692
H -0.90526 0.14499 2.20077
H 4.02464 0.12846 0.64688
H -1.61632 -2.69348 -0.58257
H 0.22230 -2.99393 -0.26807
H -1.33844 0.78697 -2.24133
*
```

C5H12NO3P | the ωB97M-V functional and the def2-TZVPD basis

E, Eh: -819.50945
Lowest unoccupied orbital energy (spin up / spin down), Eh: 0.008 / 0.008
Relative energy (zero: lowest compared OMol25 entry of this formula, charge and spin), eV: 1.751
HOMO-LUMO gap (spin up / spin down), eV: 7.98 / 7.98

Geometry as ORCA input:
```
! wB97M-V def2-TZVPD RIJCOSX def2/J DEFGRID3
* xyz 0 1
P 0.95664 1.53936 2.46680
O 1.64312 2.46919 3.38547
O 0.84391 -0.09592 3.15435
O -0.64364 1.98388 2.39698
N -0.07209 -0.41240 -0.28416
C 0.23077 -0.17269 -1.69065
C 0.63243 -0.35984 0.81146
C 0.15492 -0.91952 2.21785
C -0.77576 0.94670 -2.11058
C -0.06594 -1.51608 -2.38092
H -0.62497 0.98913 -3.22952
H 0.35369 -2.07631 2.37368
H 0.86219 -2.09638 -2.60147
H -0.96700 -0.89371 2.36735
H -1.76653 0.42130 -2.18289
H -0.60997 -1.24840 -3.33639
H 1.62215 -0.40378 0.62155
H -0.67805 -2.22799 -1.79712
H 1.29416 0.24259 -1.72367
H -0.60589 1.87147 -1.58151
H -1.09488 -0.50821 -0.11265
H -0.68924 2.46763 3.23604
*
```

C39H56As2Cl5HgN2OSSi3 | the ωB97M-V functional and the def2-TZVPD basis

E, Eh: -9896.12856
Lowest unoccupied orbital energy (spin up / spin down), Eh: -0.025 / -0.024
Relative energy (zero: lowest compared OMol25 entry of this formula, charge and spin), eV: 27.199
HOMO-LUMO gap (spin up / spin down), eV: 4.61 / 5.23
<S²>: 0.773

Geometry as ORCA input:
```
! wB97M-V def2-TZVPD RIJCOSX def2/J DEFGRID3
* xyz 0 2
Hg 0.56167 -0.34154 0.43591
As -0.72562 2.36644 0.81845
As -1.29618 -1.47524 -1.19001
Cl 6.73830 -3.72470 0.56265
Cl 5.22994 -3.73463 -4.64930
Cl 6.72713 -4.94584 -2.40433
Cl 2.96082 -2.15520 -0.22155
Cl 4.87645 -0.84116 -4.88701
S 2.85529 -0.59644 -1.12564
Si -0.48248 -2.63164 -3.20371
Si -2.39091 0.37433 -2.20864
Si -3.14478 -2.72964 -0.34874
O 1.70296 0.38889 -1.48123
N 2.33421 0.45092 1.92480
N 0.65462 -2.25969 2.59432
C -1.61816 2.93984 3.58162
C 1.80383 3.46226 0.10246
C -4.02576 -1.75155 0.98487
C 3.81520 -0.52842 -2.59863
C -1.88041 6.34264 -0.08755
C -3.78915 5.28799 0.91051
C 0.98994 -3.35017 1.56472
C 1.77906 -2.61578 0.60479
C -4.48400 -3.27334 -1.54586
C -3.52893 -0.11643 -3.61824
C 3.46038 4.48524 1.51396
C -1.36497 1.95757 2.62158
C 0.97648 3.24969 1.20495
C 4.32755 -2.88641 -0.31833
C 5.14095 -2.89153 -3.11358
C -1.16980 5.15345 0.01428
C 4.47126 -1.50391 -3.23316
C -3.52048 1.16473 -0.92796
C 5.52760 -3.30328 -0.63115
C 5.70738 -3.56670 -2.07656
C 1.80465 -1.69481 3.36546
C 0.70230 -3.96195 -2.70322
C -2.48261 -4.30163 0.42208
C -2.03512 2.59020 4.85527
C -1.12567 1.61506 -2.82717
C -1.57739 0.62653 2.96340
C -1.75685 4.02873 0.58324
C 3.78722 0.25937 1.45420
C -3.18593 6.41659 0.37173
C 0.15966 -1.28939 -4.31105
C 2.64641 4.26744 2.61811
C -2.03408 -3.44432 -3.86203
C 1.41195 3.64827 2.46637
C 3.95385 0.62403 -0.11560
C -2.21511 1.25254 5.19092
C 3.03884 4.07894 0.25593
C 2.04571 -0.13223 3.25834
C -3.08116 4.10039 1.01065
C -1.99529 0.26981 4.24019
H -4.56233 0.87705 -1.08683
H -2.22735 3.36206 5.58955
H 4.01777 -0.78564 1.55661
H -2.24414 -4.35399 -3.29897
H -4.64972 -0.96885 0.54939
H -0.11071 1.28741 -2.58755
H -4.18923 -4.14981 -2.11851
H -3.34375 -1.27513 1.69000
H -1.90066 -3.72373 -4.91131
H -2.16531 -0.77240 4.48015
H -1.50892 3.98657 3.32421
H -4.35742 -0.73167 -3.26521
H 2.97459 4.57376 3.60327
H 2.27737 1.46413 1.96939
H -0.62308 -0.58311 -4.58642
H -2.54282 0.98104 6.18607
H -4.76788 -2.49628 -2.25482
H 1.09279 -4.49944 -3.57084
H 1.49960 3.10920 -0.87855
H -1.18323 1.74219 -3.90985
H -1.95936 -4.10642 1.35877
H 3.69687 1.65624 -0.31359
H 0.24204 -4.67435 -2.01778
H 1.12572 0.32836 3.62538
H -0.02208 -2.64812 3.24989
H 1.61304 -4.15902 1.97652
H 0.06944 -3.80254 1.19292
H 2.86997 0.11965 3.93527
H -3.55912 3.22979 1.44172
H 0.80065 3.46449 3.33969
H 0.96624 -0.74790 -3.80669
H -1.79372 -4.81975 -0.24953
H 3.38156 -1.47313 0.79396
H -4.67936 -2.42312 1.54781
H 0.58123 -1.71841 -5.22398
H -1.43045 -0.15223 2.22260
H 3.67901 4.22255 -0.60560
H 4.45986 0.80484 2.12333
H 4.42459 4.96156 1.63506
H -2.90026 -2.79149 -3.79229
H -3.73147 7.34936 0.31405
H -1.40639 7.21422 -0.52021
H -4.81286 5.33240 1.25971
H -0.14904 5.11408 -0.34385
H 1.61765 -1.87058 4.42628
H 2.72066 -2.22288 3.08880
H -3.30921 -4.98309 0.63966
H 1.54768 -3.50106 -2.19192
H -3.24928 0.88718 0.09325
H -3.45865 2.24875 -1.00328
H -5.37207 -3.53284 -0.96327
H -3.95407 0.78351 -4.07113
H -3.01122 -0.67053 -4.40227
H 4.99738 0.42508 -0.35709
H -1.28900 2.58780 -2.35690
H 2.52767 -2.83005 -1.33059
*
```

C6H9NS | the ωB97M-V functional and the def2-TZVPD basis

E, Eh: -686.86858
SMILES: C=C1C=C(CN)CS1
Lowest unoccupied orbital energy, Eh: 0.024
Relative energy (zero: lowest compared OMol25 entry of this formula, charge and spin), eV: 2.564
HOMO-LUMO gap, eV: 8.45

Geometry as ORCA input:
```
! wB97M-V def2-TZVPD RIJCOSX def2/J DEFGRID3
* xyz 0 1
S -0.77488 -0.75393 2.24566
N 0.72065 1.72852 -2.17406
C 0.15142 0.53585 0.09683
C -1.21527 -2.92356 0.60131
C -0.76722 -1.60741 0.76098
C 0.08581 0.67011 1.58515
C 0.66677 1.73885 -0.75610
C -0.18106 -0.73255 -0.18900
H 1.16008 0.66514 2.12942
H 1.63304 2.17132 -0.40953
H -0.05140 1.06689 -2.50474
H -0.98234 -3.53412 -0.36374
H -0.07279 -1.01899 -1.27679
H 1.78163 1.33961 -2.54565
H -1.67142 -3.48596 1.48425
H -0.37779 1.66479 1.95299
H -0.10523 2.47545 -0.63699
*
```

C2H2N4O2 | the ωB97M-V functional and the def2-TZVPD basis

E, Eh: -446.83878
SMILES: O=C(O)n1ncnn1
Lowest unoccupied orbital energy, Eh: -0.017
Relative energy (zero: lowest compared OMol25 entry of this formula, charge and spin), eV: 3.645
HOMO-LUMO gap, eV: 10.67

Geometry as ORCA input:
```
! wB97M-V def2-TZVPD RIJCOSX def2/J DEFGRID3
* xyz 0 1
O -2.10937 1.03183 0.74835
O -0.07912 2.11027 0.60159
N -0.12955 0.05448 -0.19019
N 1.13704 0.23519 -0.88687
N 1.49338 -0.97696 -1.12106
N -0.42415 -1.34291 -0.02048
C -0.92006 1.10447 0.37660
C 0.67972 -1.92232 -0.47670
H 0.69161 -3.09512 -0.21603
H -0.33951 2.80107 1.18479
*
```

CH5NO | the ωB97M-V functional and the def2-TZVPD basis

E, Eh: -170.91945
Lowest unoccupied orbital energy (spin up / spin down), Eh: 0.017 / 0.023
Relative energy (zero: lowest compared OMol25 entry of this formula, charge and spin), eV: 4.428
HOMO-LUMO gap (spin up / spin down), eV: 8.48 / 9.18

Geometry as ORCA input:
```
! wB97M-V def2-TZVPD RIJCOSX def2/J DEFGRID3
* xyz 0 1
O -0.80717 -0.79114 -0.10518
N -1.55931 0.25204 0.01888
C 1.22374 -0.29469 -0.01272
H 1.20204 0.45496 -0.70198
H 1.54272 -1.23385 -0.45552
H -1.81159 0.63842 0.90667
H 1.54129 -0.10577 0.95549
H -1.33172 1.08004 -0.60564
*
```

C4H8NS | the ωB97M-V functional and the def2-TZVPD basis

E, Eh: -609.80454
SMILES: [NH3+][C@@H]1C[C@H]1C=S
Lowest unoccupied orbital energy, Eh: -0.148
Relative energy (zero: lowest compared OMol25 entry of this formula, charge and spin), eV: 1.780
HOMO-LUMO gap, eV: 8.41

Geometry as ORCA input:
```
! wB97M-V def2-TZVPD RIJCOSX def2/J DEFGRID3
* xyz 1 1
S -0.32027 -3.22513 -0.78335
N -0.15249 1.83061 0.33969
C -0.47059 0.33704 0.19426
C -0.00672 -1.73019 -1.34625
C 0.36868 -0.56463 0.99629
C 0.53647 -0.55513 -0.47378
H -0.72527 2.35640 -0.33585
H 0.82966 1.96371 0.24112
H -1.58231 0.06980 0.16950
H -0.09020 -1.31948 -2.29227
H 1.31659 -0.08092 -0.98145
H -0.28837 -1.27561 1.45891
H 1.17929 -0.22834 1.66812
H -0.59447 2.42187 1.14505
*
```